C21H21F3I2O7S | ωB97M-V/def2-TZVPD

Each line ends with the Löwdin charge.
Positions of all 55 atoms, in Å:
C 1.4230 -0.3950 0.3917  -0.172
C 2.5628 0.6148 0.2129  -0.794
I 3.0600 0.6430 -1.8851  0.871
C 3.7989 0.2835 1.0782  -0.194
C 4.0495 1.1079 2.3760  -0.397
C 2.7336 1.2130 3.1509  -0.002
C 2.7677 1.4729 4.6619  -0.505
O 3.3699 0.7965 5.4283  0.166
O 1.9983 2.5059 5.0996  0.107
O 4.9975 0.3215 3.1249  0.111
C 6.2453 0.6259 2.7120  -0.529
O 7.2281 0.0330 2.9507  0.232
O 6.1973 1.7645 1.9205  -0.026
C 4.9252 2.3655 2.0919  -0.764
I 4.5164 3.5349 0.3619  1.159
S 5.3239 3.5797 3.4649  0.737
O 5.4265 2.8794 4.7049  -0.213
O 6.3993 4.3782 2.9623  -0.274
C 3.8467 4.7582 3.6173  -0.689
F 3.5390 4.8702 4.8951  0.167
F 2.7762 4.3071 2.9509  0.083
F 4.1836 5.9418 3.1442  0.155
H 1.0076 -0.3264 1.4025  0.073
H 1.7711 -1.4126 0.1959  0.081
H 0.6106 -0.1872 -0.3103  0.055
H 2.1785 1.6186 0.4032  0.031
H 4.7050 0.3108 0.4667  0.092
H 3.6657 -0.7359 1.4583  0.141
H 2.2719 0.2201 3.0845  0.140
H 2.0740 1.9108 2.6284  0.123
H 1.3641 2.7732 4.4215  0.108
C -1.7043 0.0964 -3.8722  -0.092
C -2.8525 -0.6467 -4.1092  -0.096
C -2.9220 -1.9698 -3.6942  -0.101
C -1.8442 -2.5498 -3.0394  -0.091
C -0.6964 -1.8060 -2.8017  -0.099
C -0.6254 -0.4840 -3.2191  -0.111
H -1.6492 1.1274 -4.1977  0.101
H -3.6944 -0.1951 -4.6189  0.101
H -3.8163 -2.5500 -3.8832  0.092
H -1.8990 -3.5816 -2.7165  0.101
H 0.1475 -2.2578 -2.2943  0.096
H 0.2739 0.0885 -3.0296  0.026
C -7.2029 -4.2134 -1.8772  -0.096
C -8.4209 -4.0995 -2.5331  -0.097
C -8.6967 -2.9731 -3.2957  -0.097
C -7.7531 -1.9610 -3.4052  -0.094
C -6.5349 -2.0757 -2.7500  -0.105
C -6.2600 -3.2005 -1.9848  -0.100
H -6.9890 -5.0914 -1.2814  0.100
H -9.1558 -4.8899 -2.4503  0.100
H -9.6476 -2.8839 -3.8050  0.100
H -7.9669 -1.0835 -4.0018  0.100
H -5.7973 -1.2874 -2.8343  0.091
H -5.3099 -3.2862 -1.4722  0.099

- multiplicity = 1
- energy (Eh) = -2632.6418
- total charge = 0
- ΔE to the lowest compared entry with this formula, charge and spin (kcal per mole) = 0.0

C21H21F5N13O3SSn | ωB97M-V/def2-TZVPD

Each line ends with the Löwdin charge.
Positions of all 65 atoms, in Å:
Sn -0.2657 -0.8018 0.5359  1.170
C 0.5168 3.6527 3.2480  -0.071
C -0.2130 2.3841 3.5656  -0.287
C -1.4986 2.2024 3.0354  -0.072
C -2.1178 0.9947 3.1799  -0.152
C -1.5446 -0.0283 3.8780  -0.126
C -0.2493 0.1239 4.3893  -0.109
C 0.3980 1.3320 4.2758  -0.057
H 1.5654 3.3771 3.0492  0.063
H 0.4245 4.3535 4.1114  0.085
H 0.1937 4.1600 2.3176  0.078
H -1.9304 3.0341 2.4949  0.106
H -3.0617 0.8092 2.6466  0.102
H -2.0594 -0.9942 3.9654  0.114
H 0.1881 -0.6903 4.9099  0.087
H 1.3865 1.4971 4.7260  0.114
N 2.1417 -3.3224 -0.3624  0.103
C 2.2164 -2.9221 0.9401  -0.551
N 2.3179 -3.7310 1.9969  0.007
N 2.0891 -2.9256 3.0795  -0.097
N 1.9346 -1.6632 2.6620  -0.115
N 1.9531 -1.6288 1.2702  -0.155
C 1.7956 -2.5689 -1.4918  -0.512
N 1.9794 -3.0127 -2.7320  0.005
N 1.5138 -1.9878 -3.5013  -0.112
N 1.0346 -0.9861 -2.7307  -0.089
N 1.2318 -1.3450 -1.3866  -0.100
H 2.5367 -4.2538 -0.5006  0.141
F -4.2732 -4.5397 -4.6870  0.094
C -3.7057 -4.2619 -3.5118  -0.145
C -3.3073 -5.2956 -2.6297  -0.158
F -3.6147 -6.5630 -2.8918  0.106
C -2.5062 -4.9935 -1.5358  -0.237
F -2.0986 -6.0380 -0.7821  0.061
C -2.1821 -3.6651 -1.1597  -0.542
S -1.3162 -3.3469 0.3218  0.518
C -2.5596 -2.6597 -2.1004  -0.218
F -2.1124 -1.4072 -1.9754  0.036
C -3.3713 -2.9278 -3.2278  -0.144
F -3.6610 -1.8951 -4.0199  0.101
N 5.6951 1.2845 1.0234  -0.023
C 4.3400 1.5309 1.4999  -0.155
C 3.4778 1.8654 0.2752  -0.458
O 4.1115 2.0134 -0.9359  0.072
O 2.2608 1.8658 0.3366  0.036
H 6.4172 1.5372 1.7015  0.081
H 5.0784 1.7924 -0.8231  0.105
H 5.8952 0.3107 0.7249  0.108
H 4.3174 2.4251 2.1508  0.132
H 3.8778 0.6904 2.0287  0.117
C -1.8123 3.6378 -3.3988  -0.032
N -1.8399 2.5851 -2.4002  -0.107
C -3.0945 2.1051 -1.8220  -0.031
C -2.5577 1.1380 -0.7466  -0.498
O -3.2779 0.6692 0.1405  0.007
N -1.1739 1.0962 -0.8139  0.004
C -0.8281 2.0473 -1.7410  -0.397
N 0.4282 2.4548 -1.8799  0.233
H -2.8785 3.8088 -3.6488  0.094
H -1.2067 3.2864 -4.2839  0.111
H -1.4317 4.5835 -3.0163  0.082
H -3.7225 1.6186 -2.6286  0.150
H -3.6910 2.9270 -1.3766  0.137
H 1.0592 2.2059 -1.1261  0.065
H 0.7877 3.0553 -2.6123  0.121

- multiplicity = 1
- energy (Eh) = -2862.2689
- total charge = -1
- ΔE to the lowest compared entry with this formula, charge and spin (kcal per mole) = 3.4

C21H21FN4O | ωB97M-V/def2-TZVPD

Each line ends with the Löwdin charge.
Positions of all 48 atoms, in Å:
C -1.2734 -1.2406 4.5885  -0.112
N -0.9347 -0.6843 3.2551  -0.132
C -0.4298 -1.4642 2.1098  -0.135
C -0.7752 -0.7509 0.8016  -0.137
N -1.6823 0.2682 0.8140  0.160
C -1.9467 1.1376 -0.1811  -0.173
C -2.9926 2.1718 -0.1642  -0.111
C -3.7985 2.3461 -1.2775  -0.006
C -4.7107 3.3656 -1.5279  -0.153
F -5.7491 3.4354 -2.5036  -0.001
C -4.8371 4.3125 -0.4177  0.013
C -4.0313 4.2522 0.7251  -0.020
C -3.1008 3.1781 0.8999  -0.163
C -2.1620 3.1751 2.0780  -0.041
C -1.1718 0.9131 -1.3951  0.048
C -0.2538 -0.0689 -1.4424  -0.186
C 0.6085 -0.0525 -2.5280  -0.032
N 1.5059 -1.0430 -2.6134  0.132
C 1.5943 -1.9991 -1.6758  -0.323
N 2.7978 -2.6121 -1.9156  0.129
C 3.7986 -2.8520 -0.9430  -0.338
O 3.4969 -2.5155 0.2252  0.029
C 5.2539 -3.1071 -1.3383  -0.241
C 5.7021 -2.9278 -2.7488  -0.101
C 6.0738 -1.8893 -1.6261  -0.083
C 0.8591 -1.9337 -0.5799  0.050
C -0.0650 -0.9190 -0.3619  -0.106
H -0.6859 -0.6822 5.3386  0.073
H -2.3559 -1.3229 4.6742  0.069
H -0.9612 -2.2881 4.7067  0.069
H -1.5286 0.0669 3.0049  0.050
H 0.5863 -1.6066 2.2862  0.099
H -0.9733 -2.4249 2.1065  0.129
H -3.7815 1.6072 -2.0413  0.113
H -5.4109 5.1045 -0.6157  0.061
H -3.9486 5.0238 1.4356  0.097
H -2.7818 3.1337 3.0034  0.102
H -1.7231 4.1386 2.1424  0.067
H -1.4338 2.4070 2.1210  0.047
H -1.2508 1.6441 -2.1641  0.112
H 0.6242 0.7453 -3.3104  0.140
H 2.9984 -2.7131 -2.9276  0.148
H 5.8410 -3.8717 -0.7510  0.163
H 5.0627 -2.4289 -3.4405  0.072
H 6.3308 -3.7609 -3.1812  0.122
H 5.4956 -0.9636 -1.4834  0.116
H 7.0916 -1.7080 -1.3422  0.087
H 1.0286 -2.5958 0.1810  0.096

- multiplicity = 1
- energy (Eh) = -1206.8236
- total charge = 0
- SMILES = CNCc1nc(-c2cc(F)ccc2C)cc2cnc(NC(=O)C3CC3)cc12
- ΔE to the lowest compared entry with this formula, charge and spin (kcal per mole) = 123.4

C21H21I2IrN3OSSe | ωB97M-V/def2-TZVPD

Each line ends with the Löwdin charge.
Positions of all 51 atoms, in Å:
Ir -0.2807 -0.6503 0.2068  0.870
I -4.9209 1.7005 -0.1818  1.032
C -3.4680 1.2396 -1.5908  -0.631
C -3.6211 1.6656 -2.9252  -0.204
C -2.6818 1.3955 -3.8843  -0.666
I -3.0159 2.0388 -5.8356  0.980
C -1.5051 0.6834 -3.5402  -0.193
C -0.4409 0.3592 -4.4117  -0.006
C 0.6474 -0.3196 -3.9421  -0.010
C 0.7195 -0.6777 -2.5891  -0.077
N -0.2638 -0.4025 -1.7583  -0.123
C -1.3752 0.2714 -2.2025  -0.156
C -2.3551 0.5267 -1.2121  -0.428
O -2.1412 0.0476 0.0081  -0.326
H -4.5096 2.2233 -3.1887  0.085
H -0.4942 0.6611 -5.4493  0.076
H 1.4725 -0.5734 -4.5914  0.122
H 1.5781 -1.1932 -2.1843  0.128
S -1.1224 -2.8332 0.8258  0.637
C -2.8120 -2.4864 0.9459  -0.803
N -3.6921 -2.7235 -0.0119  0.058
C -5.0362 -2.2506 0.3354  -0.102
C -4.8428 -1.7476 1.7838  -0.106
N -3.4140 -1.9860 2.0088  0.060
H -3.4094 -3.0302 -0.9264  0.152
H -5.7556 -3.0641 0.2734  0.124
H -5.3428 -1.4477 -0.3333  0.082
H -5.4398 -2.3090 2.4994  0.124
H -5.0681 -0.6874 1.8768  0.073
H -2.9004 -1.6704 2.8132  0.154
C 6.1073 0.2898 3.1800  -0.042
C 4.8206 0.5651 2.4515  -0.257
C 4.4448 1.8597 2.1091  0.003
C 3.2531 2.1432 1.4555  -0.302
C 2.8873 3.5635 1.1290  -0.088
C 2.4063 1.0777 1.1285  -0.502
Se 0.7219 1.5232 0.3162  0.819
C 2.7728 -0.2313 1.4348  -0.296
C 1.9185 -1.4200 1.0971  -0.138
C 3.9722 -0.4729 2.0950  -0.011
H 6.6719 1.2062 3.3424  0.078
H 6.7365 -0.4005 2.6163  0.085
H 5.9146 -0.1641 4.1534  0.086
H 5.1027 2.6835 2.3630  0.122
H 3.7084 4.2358 1.3695  0.082
H 2.0092 3.8840 1.6947  0.080
H 2.6499 3.6806 0.0697  0.068
H 1.3801 -1.2707 0.0976  -0.017
H 1.2519 -1.7223 1.9097  0.064
H 2.5123 -2.2950 0.8353  0.114
H 4.2491 -1.4950 2.3336  0.128

- multiplicity = 1
- energy (Eh) = -4551.5081
- total charge = +1
- ΔE to the lowest compared entry with this formula, charge and spin (kcal per mole) = 2.5